Entry 1:
DFT (the ωB97M-V functional and the def2-TZVPD basis) results for the ion C8H9O2 with charge -1 at a distorted geometry.

Structure (ORCA input):
```
! RIJCOSX wB97M-V def2-TZVPD def2/J DEFGRID3
* xyz -1 1
C 1.42 0.49 0.04
C 2.14 -0.53 0.39
C -0.02 0.69 0.18
C -0.79 -1.48 -0.85
C -0.54 -1.84 0.55
C -1.01 -0.42 0.19
C 2.28 1.72 -0.45
C -2.47 -0.05 0.47
O 3.12 -1.17 0.59
O -0.41 1.87 0.29
H 0.29 -1.27 -1.20
H -1.51 -1.82 -1.65
H -1.31 -2.45 1.17
H 1.68 2.66 -0.19
H 2.39 1.67 -1.55
H 3.16 1.82 0.15
H -3.10 -0.97 0.13
H -2.89 0.91 0.09
H -2.42 0.18 1.66
*
```

Output
energy relative to the best compared isomer or geometry (same formula, charge and spin): 4.946 eV
HOMO (alpha / beta): -2.189 / -2.189 eV
LUMO energy (alpha / beta): 3.7637 / 3.7638 eV
orbital gap (alpha / beta): 0.21877 / 0.21875 hartree
total energy: -12533.3224 eV

***

Entry 2:
DFT (the ωB97M-V functional and the def2-TZVPD basis) results for the molecule C12H12FN at a distorted geometry.

Structure (ORCA input):
```
! RIJCOSX wB97M-V def2-TZVPD def2/J DEFGRID3
* xyz 0 3
C 2.55 2.65 1.31
C 1.18 3.05 1.19
C 2.89 1.43 0.76
C 0.28 2.23 0.52
C 1.90 0.57 0.18
C 0.61 0.98 0.06
C -1.19 -1.51 -2.24
C -1.77 -2.49 -1.57
C -0.24 -0.56 -1.73
C -1.20 -2.73 -0.28
C -0.42 0.21 -0.72
C -1.23 -1.85 0.76
N -2.32 -1.18 1.23
F -0.23 -1.87 1.67
H 3.29 3.42 1.78
H 0.94 4.00 1.55
H 3.93 1.10 0.88
H -0.76 2.57 0.26
H 2.32 -0.40 -0.14
H -1.71 -1.29 -3.16
H -2.27 -3.26 -2.08
H 0.74 -0.62 -2.19
H -0.26 -3.32 -0.40
H -1.42 0.54 -0.47
H -3.19 -1.10 0.78
H -2.41 -0.57 2.04
*
```

Output
HOMO (alpha / beta): -4.353 / -8.558 eV
⟨S²⟩: 2.01
LUMO energy (alpha / beta): 0.7212 / -1.0741 eV
orbital gap (alpha / beta): 0.18647 / 0.27502 hartree
total energy: -16839.2537 eV

***

Entry 3:
DFT (the ωB97M-V functional and the def2-TZVPD basis) results for the molecule H3OPS3 at a distorted geometry.

Structure (ORCA input):
```
! RIJCOSX wB97M-V def2-TZVPD def2/J DEFGRID3
* xyz 0 1
O 1.60 1.49 0.39
P 0.73 0.47 -0.54
S 1.55 -1.36 0.17
S -1.31 0.63 0.66
S -3.05 -0.22 -0.11
H 1.46 2.48 0.52
H 1.44 -2.10 -1.02
H -2.43 -1.39 -0.08
*
```

Output
energy relative to the best compared isomer or geometry (same formula, charge and spin): 0.554 eV
HOMO: -8.282 eV
LUMO energy: -0.0515 eV
orbital gap: 0.30246 hartree
total energy: -43890.8387 eV

***

Entry 4:
DFT (the ωB97M-V functional and the def2-TZVPD basis) results for the molecule C3H7NOS2 at a distorted geometry.

Structure (ORCA input):
```
! RIJCOSX wB97M-V def2-TZVPD def2/J DEFGRID3
* xyz 0 1
C -0.07 -0.05 -0.82
C -0.48 0.77 0.40
C 0.40 -1.45 -0.44
N 0.67 1.17 1.13
O 3.04 -1.12 -0.47
S 0.60 1.36 2.73
S 1.98 -1.41 0.50
H -0.94 -0.14 -1.49
H 0.72 0.47 -1.36
H -0.99 1.68 0.05
H -1.21 0.21 1.01
H -0.33 -1.95 0.20
H 0.58 -2.05 -1.33
H 1.85 1.84 2.84
*
```

Output
energy relative to the best compared isomer or geometry (same formula, charge and spin): 3.439 eV
HOMO (alpha / beta): -8.291 / -8.234 eV
LUMO energy (alpha / beta): -0.3435 / -0.4599 eV
orbital gap (alpha / beta): 0.29206 / 0.28567 hartree
total energy: -28429.8026 eV

***

Entry 5:
DFT (the ωB97M-V functional and the def2-TZVPD basis) results for the molecule C5H10O at a distorted geometry.

Structure (ORCA input):
```
! RIJCOSX wB97M-V def2-TZVPD def2/J DEFGRID3
* xyz 0 1
O -1.25 0.54 -1.44
C -1.99 0.15 -0.31
C -1.18 -0.56 0.73
C -0.01 0.10 1.15
C 1.57 -0.39 0.24
C 1.81 0.22 -1.00
H -2.48 1.09 0.07
H -1.45 -1.54 1.11
H -2.77 -0.51 -0.76
H -0.06 1.12 0.79
H 0.27 0.13 2.21
H 2.25 -0.08 1.03
H 1.32 -1.48 0.35
H 2.28 1.21 -1.02
H 2.02 -0.35 -1.90
H -0.31 0.35 -1.25
*
```

Output
energy relative to the best compared isomer or geometry (same formula, charge and spin): 4.986 eV
HOMO: -7.526 eV
LUMO energy: -0.8351 eV
orbital gap: 0.24589 hartree
total energy: -7389.7790 eV

***

Entry 6:
DFT (the ωB97M-V functional and the def2-TZVPD basis) results for a structure of composition C15H32N2O5P2Ru at a distorted geometry.

Structure (ORCA input):
```
! RIJCOSX wB97M-V def2-TZVPD def2/J DEFGRID3
* xyz 1 6
O 4.16 2.18 -1.78
H 4.57 2.66 -2.54
Ru 0.26 0.08 0.27
N -1.69 -0.47 -0.77
N 0.63 -0.51 -1.76
O -3.01 -0.50 -0.35
O 1.81 -0.44 -2.47
C -1.64 -0.90 -2.02
C -0.34 -0.97 -2.55
C -2.85 -1.30 -2.75
C -0.03 -1.45 -3.90
H -3.74 -0.85 -2.35
H -2.97 -2.39 -2.74
H -2.76 -1.03 -3.81
H 1.00 -1.75 -3.98
H -0.23 -0.69 -4.66
H -0.68 -2.29 -4.14
H -3.02 -0.22 0.58
H 2.44 0.04 -1.90
O 0.32 -2.49 0.65
H -0.53 -2.28 0.18
H 0.98 -2.20 -0.02
C 2.90 2.80 -1.45
H 2.74 2.59 -0.40
H 2.08 2.38 -2.06
H 2.87 3.89 -1.58
O -0.66 2.25 -0.19
H -1.42 1.78 -0.62
H -1.06 2.35 0.74
C 3.44 1.50 2.04
P 2.28 0.24 1.32
C 3.56 -0.64 0.36
C 2.05 -0.81 2.84
C 3.13 -1.38 3.53
C 2.89 -2.04 4.74
C 1.59 -2.07 5.27
C 0.53 -1.44 4.61
C 0.76 -0.84 3.38
P -0.51 0.05 2.40
C -2.02 -0.85 2.94
C -0.41 1.72 3.17
H 3.84 2.14 1.23
H 4.27 0.93 2.49
H 2.96 2.12 2.82
H 4.37 -0.96 1.03
H 3.14 -1.52 -0.15
H 3.96 0.09 -0.36
H 4.14 -1.28 3.12
H 3.71 -2.52 5.26
H 1.39 -2.56 6.23
H -0.46 -1.40 5.05
H -2.09 -0.84 4.05
H -2.96 -0.39 2.56
H -1.92 -1.90 2.58
H -0.47 1.61 4.26
H 0.57 2.14 2.87
H -1.23 2.38 2.81
*
```

Output
energy relative to the best compared isomer or geometry (same formula, charge and spin): 0.000 eV
HOMO (alpha / beta): -8.815 / -11.227 eV
⟨S²⟩: 8.77
LUMO energy (alpha / beta): -2.4855 / -4.8620 eV
orbital gap (alpha / beta): 0.23259 / 0.23391 hartree
total energy: -50439.6223 eV

***

Entry 7:
DFT (the ωB97M-V functional and the def2-TZVPD basis) results for a structure of composition C6H9N.

Structure (ORCA input):
```
! RIJCOSX wB97M-V def2-TZVPD def2/J DEFGRID3
* xyz 0 1
C 2.00 -0.05 -0.04
N 0.66 -0.61 -0.07
C -0.30 -0.10 0.98
C -0.52 1.17 0.12
C -0.34 0.08 -0.97
C -1.56 -0.81 -0.72
C -1.53 -0.93 0.61
H 2.52 -0.45 0.83
H 2.54 -0.40 -0.93
H 2.07 1.05 -0.01
H 0.03 -0.08 2.02
H 0.31 1.89 0.18
H -1.48 1.70 0.19
H -0.03 0.30 -2.00
H -2.21 -1.25 -1.46
H -2.16 -1.52 1.27
*
```

Output
energy relative to the best compared isomer or geometry (same formula, charge and spin): 3.004 eV
HOMO: -8.534 eV
LUMO energy: 1.1952 eV
orbital gap: 0.35753 hartree
total energy: -7855.1558 eV

***

Entry 8:
DFT (the ωB97M-V functional and the def2-TZVPD basis) results for the molecule C5H5Cl2F at a distorted geometry.

Structure (ORCA input):
```
! RIJCOSX wB97M-V def2-TZVPD def2/J DEFGRID3
* xyz 0 1
F 1.24 1.92 0.15
C 0.20 1.10 0.66
C 0.79 -0.23 1.15
C 0.39 -1.20 0.34
C -0.38 -0.76 -0.84
Cl 0.55 -1.06 -2.28
Cl -1.90 -1.68 -0.89
C -0.69 0.71 -0.53
H -0.19 1.59 1.53
H 1.58 -0.39 1.91
H 0.66 -2.29 0.43
H -0.46 1.41 -1.33
H -1.78 0.89 -0.30
*
```

Output
energy relative to the best compared isomer or geometry (same formula, charge and spin): 0.351 eV
HOMO: -10.415 eV
LUMO energy: 0.8711 eV
orbital gap: 0.41477 hartree
total energy: -33027.7830 eV